{
  "formula": "C6H9NO2",
  "method": "ωB97M-V with the def2-TZVPD basis set",
  "e_above_lowest_kj_mol": 528.57,
  "charge": 0,
  "gap_ev": 10.478,
  "e_tot_ev": -11947.84042,
  "smiles": "C#C[C@H](N)CCC(=O)O",
  "symbols": ["C", "C", "C", "N", "C", "C", "C", "O", "O", "H", "H", "H", "H", "H", "H", "H", "H", "H"],
  "coordinates": [[0.7623, 0.7182, -2.8926], [-0.0206, 0.6220, -1.9355], [-1.0382, 0.5713, -0.7737], [-1.6994, 1.7644, -0.7432], [-0.1838, 0.5485, 0.5640], [0.5471, -0.8981, 0.7188], [1.0742, -1.0865, 2.0519], [1.0188, -0.2724, 2.9992], [1.7428, -2.2926, 2.3455], [1.6246, 0.5444, -3.8540], [-1.5017, -0.5291, -0.9702], [-2.5116, 1.8634, 0.0182], [-2.1558, 1.7653, -1.5003], [-0.7719, 0.6588, 1.2959], [0.3985, 1.4433, 0.6681], [1.2964, -1.0225, -0.0091], [-0.2294, -1.6658, 0.4180], [1.6476, -2.7325, 1.5991]],
  "forces_ev_per_a": [[1.048, -1.350, -0.775], [1.244, 0.381, -1.891], [4.760, -3.938, 0.464], [-1.009, 1.970, 7.990], [3.836, -3.552, -5.815], [-2.997, 1.876, -1.157], [1.449, 1.082, 6.039], [-0.134, -2.169, -3.328], [-0.657, 4.890, 4.022], [-3.376, 0.866, 3.711], [0.046, 2.505, 0.745], [2.632, -0.647, -1.751], [-4.632, 1.203, -7.674], [-5.012, 0.259, 5.712], [1.081, 0.080, -0.649], [1.232, 0.026, -0.958], [0.739, 0.593, 0.745], [-0.251, -4.074, -5.429]],
  "nbo_charge": [-0.2737, -0.0670, -0.0835, -0.7724, -0.3367, -0.5543, 0.7654, -0.5629, -0.6497, 0.2921, 0.1761, 0.3588, 0.3433, 0.1936, 0.2329, 0.2478, 0.2367, 0.4535]
}



{
  "formula": "C3H11NO4",
  "method": "ωB97M-V with the def2-TZVPD basis set",
  "e_above_lowest_kj_mol": 249.59,
  "charge": 0,
  "gap_ev": 9.204,
  "e_tot_ev": -12968.47288,
  "smiles": "CNCC(=O)O.O.O",
  "symbols": ["C", "N", "C", "C", "O", "O", "H", "H", "H", "H", "H", "H", "H", "O", "H", "H", "O", "H", "H"],
  "coordinates": [[2.4036, -0.2265, 0.3250], [0.9792, -0.1438, -0.1175], [0.2889, 1.1447, 0.0376], [-1.2011, 0.8079, -0.1176], [-1.5986, 0.0860, -0.9827], [-2.0744, 1.3364, 0.7420], [2.6164, -1.2420, 0.4957], [2.4386, 0.3328, 1.2854], [3.0765, 0.2332, -0.4190], [0.9052, -0.5982, -1.1056], [0.4479, 1.9092, -0.7400], [0.5344, 1.5764, 1.0162], [-2.9893, 0.9928, 0.3873], [0.2655, -1.2698, -2.3383], [-0.6400, -1.2408, -2.2896], [0.4267, -0.5390, -3.0880], [0.4842, -1.2760, 2.5082], [0.9234, -1.1134, 1.6972], [-0.1565, -0.6734, 2.6791]],
  "forces_ev_per_a": [[-1.685, 2.685, -0.182], [1.081, -0.483, -1.065], [-0.312, -0.973, -0.054], [0.476, 0.216, 0.559], [-0.462, -0.570, -1.039], [-2.018, -0.363, -0.465], [0.600, -1.269, 0.122], [0.528, -0.381, -0.504], [0.136, -0.225, 0.431], [-0.404, 1.274, 2.442], [0.393, 0.002, 0.050], [-0.225, -0.036, -0.216], [2.285, 0.899, 1.034], [4.046, 1.841, -4.486], [-3.697, 0.063, 0.753], [-0.323, -2.546, 2.371], [2.507, -3.628, 1.356], [-0.097, 0.604, -1.456], [-2.828, 2.891, 0.348]],
  "nbo_charge": [-0.4303, -0.6942, -0.3244, 0.8091, -0.6462, -0.6723, 0.2034, 0.1923, 0.1769, 0.4232, 0.1901, 0.2145, 0.5007, -0.9025, 0.4948, 0.4740, -0.9523, 0.4850, 0.4584]
}



{
  "formula": "C35H56Cl14O14",
  "method": "ωB97M-V with the def2-TZVPD basis set",
  "charge": 0,
  "gap_ev": 9.824,
  "e_tot_ev": -241182.88681,
  "symbols": ["O", "C", "O", "C", "C", "C", "H", "H", "H", "H", "H", "H", "O", "C", "O", "C", "C", "C", "H", "H", "H", "H", "H", "H", "O", "C", "O", "C", "C", "C", "H", "H", "H", "H", "H", "H", "O", "C", "O", "C", "C", "C", "H", "H", "H", "H", "H", "H", "O", "C", "O", "C", "C", "C", "H", "H", "H", "H", "H", "H", "O", "C", "O", "C", "C", "C", "H", "H", "H", "H", "H", "H", "O", "C", "O", "C", "C", "C", "H", "H", "H", "H", "H", "H", "C", "Cl", "Cl", "H", "H", "C", "Cl", "Cl", "H", "H", "C", "Cl", "Cl", "H", "H", "C", "Cl", "Cl", "H", "H", "C", "Cl", "Cl", "H", "H", "C", "Cl", "Cl", "H", "H", "C", "Cl", "Cl", "H", "H"],
  "coordinates": [[8.1735, 1.9099, 3.6536], [7.1827, 1.2490, 3.7974], [5.9834, 1.7566, 4.1476], [4.9809, 0.7980, 3.8798], [5.5779, -0.4905, 3.4962], [7.0086, -0.2015, 3.2630], [4.2649, 1.1509, 3.1376], [4.3918, 0.6882, 4.7902], [5.1207, -0.8749, 2.5844], [5.4273, -1.2790, 4.2335], [7.3970, -0.3922, 2.2626], [7.6704, -0.8210, 3.8683], [-5.9299, -3.1281, -3.2309], [-5.3231, -2.1302, -2.7894], [-5.9343, -0.9552, -2.5618], [-5.0049, -0.0830, -1.9536], [-3.6675, -0.6419, -2.2401], [-3.8969, -2.0979, -2.3648], [-5.2615, 0.0458, -0.9021], [-5.0440, 0.9090, -2.4036], [-3.0459, -0.3527, -1.3927], [-3.4066, -0.2074, -3.2050], [-3.9177, -2.5056, -1.3542], [-3.1461, -2.5819, -2.9895], [-3.9076, 1.1507, 0.5973], [-4.0938, 2.0437, 1.3899], [-5.2425, 2.2315, 2.0182], [-5.2033, 3.4074, 2.8380], [-3.7591, 3.8872, 2.9129], [-3.1124, 3.2238, 1.7224], [-5.5691, 3.2251, 3.8485], [-5.8245, 4.2059, 2.4323], [-3.2362, 3.6675, 3.8436], [-3.8283, 4.9727, 2.8418], [-2.1814, 2.7426, 2.0220], [-2.9729, 3.8698, 0.8556], [-3.1178, -3.9442, 1.4183], [-3.7008, -3.1054, 2.0747], [-4.2782, -3.4858, 3.2293], [-4.8247, -2.3627, 3.9512], [-5.0282, -1.2972, 2.8785], [-3.8597, -1.6751, 1.8852], [-4.1597, -2.0477, 4.7554], [-5.7570, -2.6358, 4.4455], [-4.9304, -0.2682, 3.2246], [-6.0184, -1.3927, 2.4329], [-2.8725, -1.2298, 2.0080], [-4.1437, -1.5170, 0.8448], [2.2123, 0.5788, -2.8087], [1.3187, 0.1612, -3.5226], [0.6258, 1.0564, -4.3786], [-0.5318, 0.4388, -4.8958], [-0.6627, -0.8585, -4.1057], [0.7177, -1.2484, -3.5881], [-0.3325, 0.1654, -5.9319], [-1.3693, 1.1359, -4.9226], [-1.0960, -1.6697, -4.6908], [-1.2655, -0.7574, -3.2032], [1.2293, -1.7221, -4.4260], [0.6531, -1.7240, -2.6095], [-4.8605, 3.3853, -2.5527], [-3.7447, 3.7015, -2.9092], [-3.4082, 4.8676, -3.4821], [-2.0105, 5.1092, -3.4640], [-1.4345, 3.9810, -2.4441], [-2.4936, 2.9282, -2.5240], [-1.8083, 6.1391, -3.1698], [-1.5705, 5.0699, -4.4604], [-1.3430, 4.4555, -1.4671], [-0.4126, 3.6811, -2.6763], [-2.6467, 2.3317, -1.6247], [-2.2728, 2.3230, -3.4033], [3.7768, -0.2608, 0.2839], [4.0768, -1.3680, -0.1114], [3.2637, -2.1517, -0.8145], [3.8517, -3.4304, -1.0327], [4.9727, -3.5445, -0.0195], [5.4094, -2.0741, 0.0524], [4.1084, -3.4409, -2.0920], [3.2161, -4.2823, -0.7910], [5.8344, -4.1624, -0.2719], [4.6663, -3.9485, 0.9454], [6.0689, -1.7528, -0.7538], [5.8416, -1.8194, 1.0201], [3.0412, 6.9658, -0.9862], [4.1937, 6.9476, 0.3210], [1.6879, 5.8629, -0.7835], [2.5831, 7.9468, -1.1118], [3.5359, 6.7496, -1.9331], [1.7788, -6.9281, 0.5905], [1.4299, -5.3688, 1.4112], [1.2852, -8.3901, 1.5574], [1.2066, -7.0644, -0.3272], [2.8371, -7.0421, 0.3554], [-1.8566, -5.2682, -1.0629], [-0.9780, -4.7935, -2.5160], [-1.9616, -7.0692, -0.9787], [-1.2288, -4.9548, -0.2288], [-2.7917, -4.7096, -1.1017], [0.0473, -2.7048, 3.5238], [1.6773, -2.0589, 3.2049], [-1.1320, -1.3877, 3.9711], [-0.3446, -3.2338, 2.6551], [0.1613, -3.4384, 4.3219], [0.2768, -0.2521, 0.1118], [-0.4269, 1.3650, -0.2785], [-0.9112, -1.6462, -0.0840], [1.1416, -0.5281, -0.4916], [0.5181, -0.2141, 1.1741], [5.1375, 2.2172, -1.5148], [5.1491, 4.0123, -1.5836], [6.7292, 1.5054, -1.6807], [4.7700, 1.9358, -0.5280], [4.4594, 1.8177, -2.2689], [2.2525, 2.9665, 1.2480], [3.8227, 3.4572, 1.7833], [0.9745, 3.1559, 2.4900], [1.9926, 3.5188, 0.3449], [2.3840, 1.9038, 1.0443]],
  "forces_ev_per_a": [[-0.276, -0.144, 0.968], [0.701, 0.046, -2.760], [0.656, -0.147, 0.057], [-2.473, 0.699, 1.190], [-0.341, -2.167, -0.906], [1.645, 0.175, 1.262], [0.405, 0.374, -0.181], [-0.021, 0.095, 0.140], [-0.215, 0.160, 0.060], [0.037, 0.175, 0.217], [-0.195, 0.800, -0.167], [-0.019, -0.069, 0.232], [1.562, 2.924, 1.119], [-2.560, -3.747, -1.857], [-0.224, -0.857, -0.520], [-0.786, 1.750, 0.483], [0.781, 1.074, 0.489], [0.376, 0.036, 0.508], [0.110, -0.293, 0.027], [-0.589, 0.016, 0.053], [0.637, 0.101, -0.537], [0.723, -0.041, 0.105], [0.280, -0.523, 0.089], [-0.520, -0.431, 0.021], [-0.065, 0.409, 0.837], [1.312, 0.983, -1.504], [-0.747, -0.002, 0.810], [-0.009, 0.467, 0.956], [-0.233, 0.848, -0.185], [-0.151, -1.477, 0.291], [-0.265, -0.561, -0.213], [-0.169, -0.377, -0.437], [-0.244, -0.267, -0.019], [0.475, 0.031, -0.052], [0.238, 0.239, -0.436], [-0.006, -0.217, -0.045], [-0.223, 0.892, -0.084], [0.633, -2.350, 0.571], [-0.368, -0.118, 0.894], [-0.383, 0.341, -0.083], [1.444, 0.199, -0.359], [-1.513, 1.145, -0.821], [0.403, -0.088, -0.205], [0.017, -0.377, -0.269], [-0.027, -0.126, 0.173], [0.210, -0.102, -0.290], [-0.337, 0.386, 0.293], [0.074, 0.267, 0.002], [-1.286, -0.755, -1.368], [0.773, 1.666, 1.017], [1.341, -0.724, 1.571], [0.450, -1.170, -0.703], [-1.308, -0.872, 0.732], [-0.355, 2.275, -1.265], [0.015, 0.140, -0.276], [-0.006, -0.149, 0.467], [-0.170, 0.139, -0.069], [-0.334, 0.307, -0.187], [0.433, -0.662, 0.562], [0.567, -0.263, -0.397], [0.805, 0.679, -1.224], [-0.521, -0.647, 2.241], [-0.770, 0.301, -0.464], [1.384, -1.075, 0.897], [0.389, 2.246, -0.765], [-0.119, 0.103, -0.685], [-0.310, -0.123, 0.542], [-0.249, -0.605, -0.201], [-0.347, -0.079, 0.216], [-0.177, -0.193, -0.366], [-0.114, -0.052, -0.284], [0.020, -0.552, 0.187], [-0.123, -0.888, -0.345], [0.823, 1.269, 0.420], [-1.248, -0.063, 0.311], [0.220, -1.317, 0.046], [1.757, 0.768, -0.427], [-0.492, -0.183, 1.166], [0.424, -0.318, 0.123], [-0.933, 0.561, -0.436], [-0.244, -0.166, -0.580], [-0.517, 0.373, 0.016], [0.042, -0.128, -0.041], [0.148, 0.156, -0.288], [-0.166, 0.744, -0.990], [0.042, 0.033, 0.160], [-0.258, -0.383, 0.091], [0.248, 0.008, 0.418], [0.073, -0.339, 0.283], [-0.438, -1.064, 0.084], [0.246, -0.788, -0.523], [0.357, 0.919, -0.212], [-0.103, 0.656, 0.184], [-0.113, 0.321, 0.403], [0.647, -0.166, 0.245], [0.322, 0.158, -0.528], [-0.331, 0.917, 0.040], [-0.426, -0.069, 0.000], [-0.121, -0.780, 0.306], [-0.221, -0.001, 0.145], [-0.415, -0.035, -0.136], [0.900, -0.879, -0.105], [0.082, 0.443, -0.122], [-0.268, 0.475, 0.188], [-0.664, -0.356, 0.400], [0.410, -1.129, -0.187], [0.648, 0.908, 0.091], [-0.152, 0.541, -0.078], [0.019, -0.095, -0.235], [-0.768, 0.167, 0.495], [0.071, -0.580, -0.139], [0.313, -0.073, -0.174], [0.050, 0.156, -0.152], [0.229, 0.234, -0.047], [-0.302, -0.815, -0.358], [0.700, 0.656, 0.433], [0.288, 0.069, -0.257], [-0.115, -0.091, 0.329], [-0.512, 0.088, -0.106]],
  "lowdin_charge": [0.1200, -0.4466, 0.0466, -0.1957, -0.1883, -0.0717, 0.0811, 0.1309, 0.0805, 0.1244, 0.1211, 0.1238, 0.0691, -0.4399, 0.0664, -0.1827, -0.2151, -0.0912, 0.1136, 0.1152, 0.0730, 0.1190, 0.1199, 0.1117, 0.0796, -0.4491, 0.0503, -0.1432, -0.1594, -0.0629, 0.1253, 0.1272, 0.1173, 0.1162, 0.0889, 0.1234, 0.0788, -0.5192, 0.0337, -0.1543, -0.0988, -0.1195, 0.1073, 0.1234, 0.1016, 0.1231, 0.0523, 0.1052, 0.0910, -0.3941, -0.0036, -0.1703, -0.1654, -0.0571, 0.1234, 0.1107, 0.1215, 0.0794, 0.1356, 0.0924, 0.1075, -0.4619, 0.0304, -0.1141, -0.1448, -0.1179, 0.1176, 0.1162, 0.0938, 0.1007, 0.0780, 0.1087, 0.0859, -0.4778, 0.0300, -0.1515, -0.1366, -0.0608, 0.1372, 0.0973, 0.1204, 0.1155, 0.1311, 0.0967, -1.0632, 0.5343, 0.5443, 0.0258, 0.0198, -0.9562, 0.5139, 0.4743, 0.0054, 0.0256, -1.0104, 0.4934, 0.5006, -0.0191, 0.0149, -0.9509, 0.5109, 0.5443, -0.0081, 0.0342, -0.8580, 0.5978, 0.5698, -0.0010, -0.0081, -1.0244, 0.4921, 0.5311, -0.0251, 0.0159, -1.0599, 0.5949, 0.4893, -0.0381, -0.0075]
}